64
Properties=species:S:1:pos:R:3 method="wB97M-V/def2-TZVPD" largest_force_ev_per_a=2.9 spin_multiplicity=5 energy_ha=-2367.181197
H -1.32 -2.53 -3.53
H 1.71 2.08 2.18
H 1.36 2.26 -0.47
C -1.51 -1.75 2.12
C -1.45 -1.69 -0.17
H -2.03 1.25 4.86
H 1.84 3.50 -2.71
N -1.77 1.78 -2.88
C 0.74 0.77 -4.34
H -3.24 -1.09 -3.08
H 4.08 0.21 -4.28
C -0.82 -0.22 -1.86
H -3.66 -0.51 -1.41
H 0.85 -0.79 5.95
C -1.52 1.10 -1.62
O -1.67 1.49 -0.45
H 0.60 -2.62 -0.34
H -1.59 -3.53 -2.15
H -0.28 -0.22 -2.79
H -0.92 3.41 -4.04
H 0.30 -3.02 2.30
H 1.97 -0.85 -5.04
H -0.13 -1.91 4.99
H 4.02 2.42 -3.15
C -2.21 -1.28 0.94
H 1.57 1.39 4.08
H -2.11 -0.51 5.20
C 1.49 1.33 0.10
C -1.10 -2.63 -2.46
C -1.46 0.38 5.21
Mn -0.10 -0.14 1.17
H -1.15 0.55 6.26
H -0.19 0.31 -4.65
C -0.32 -2.39 1.69
C 0.54 -1.03 4.92
C 2.10 -0.85 0.64
H 2.51 -1.84 0.55
C -1.69 -1.49 -1.62
H -3.20 -0.83 0.91
C 1.88 2.55 -3.23
C 1.95 0.12 -4.57
H 0.08 2.30 4.25
H -2.69 2.25 -3.02
C -0.22 0.17 4.35
C 1.71 0.02 -0.42
C -3.16 -1.29 -2.00
O -0.58 0.08 3.00
C -0.63 2.64 -3.27
H -0.39 3.23 -2.37
H 0.83 1.52 5.67
H 0.02 -0.24 -1.10
C 3.10 1.94 -3.48
C -0.18 -2.20 0.30
H 2.44 -0.42 2.82
C 0.67 1.95 -3.60
H -1.96 -1.81 3.10
C 2.02 -0.12 1.86
C 0.62 1.41 4.60
H -0.01 -2.78 -2.34
C 3.13 0.71 -4.12
H 1.44 -1.27 4.34
C 1.65 1.25 1.50
H -3.67 -2.25 -1.80
H 1.69 -0.25 -1.48

70
Properties=species:S:1:pos:R:3 method="wB97M-V/def2-TZVPD" largest_force_ev_per_a=1.2 spin_multiplicity=3 energy_ha=-3503.554283 total_charge=-2
H -3.07 1.85 -1.87
H 3.35 -4.94 1.41
C -2.26 2.63 3.24
C 2.53 -4.76 0.73
S -0.54 3.83 0.78
C -0.55 -3.94 -2.04
C -0.80 -2.62 -2.33
C 2.12 -3.46 0.51
C -0.19 -1.62 -1.59
S 2.54 0.09 1.21
C -1.31 -3.19 2.50
C 1.91 -5.82 0.08
C 1.05 -3.17 -0.36
H -3.09 1.91 3.27
H 0.72 -2.58 4.10
H 2.28 4.88 1.51
H -1.18 -3.87 3.34
H 1.73 3.85 4.34
H 2.87 5.60 3.03
C 1.49 3.95 3.27
C 0.89 -5.55 -0.82
C -4.80 0.66 0.68
C 0.45 -4.25 -1.07
H -3.10 3.86 4.81
O -1.02 0.20 -2.88
H -1.03 -4.75 -2.59
C -3.68 2.16 -1.02
P 0.04 2.21 1.82
H 0.41 -6.37 -1.35
H -6.06 -0.34 3.35
H -3.45 -1.61 2.76
H -1.85 -0.21 4.07
O -1.08 1.89 2.98
C -1.58 -1.26 4.16
H -1.89 2.69 5.37
C -2.15 3.38 4.56
H -2.45 3.32 2.41
N 0.63 -1.88 -0.52
C 0.61 -1.87 3.27
H -0.70 -3.55 1.67
H -2.48 -1.83 4.40
H -5.77 1.05 0.40
H 3.49 4.02 2.49
H -2.35 -3.22 2.18
H -0.91 -1.35 5.02
H -4.70 2.34 -1.36
C -4.70 -0.32 1.66
H -5.88 -1.90 2.54
H 0.55 4.52 3.18
H -1.47 -2.31 -3.12
V 0.54 -0.10 0.67
C -3.46 -0.84 2.02
C -3.64 1.10 0.05
O 1.32 2.64 2.76
H -3.25 3.09 -0.64
C -0.35 -0.19 -1.93
H 1.23 -2.22 2.45
H 2.62 -2.62 0.98
C -5.93 -0.82 2.37
O 0.28 0.62 -1.10
C -2.41 0.58 0.42
H 0.99 -0.90 3.60
H 2.22 -6.84 0.27
N -0.99 -0.84 1.75
H -1.56 0.99 -0.10
H -1.38 4.14 4.51
C -0.86 -1.77 2.89
H -6.84 -0.62 1.79
C -2.26 -0.40 1.42
C 2.60 4.66 2.53

70
Properties=species:S:1:pos:R:3 method="wB97M-V/def2-TZVPD" largest_force_ev_per_a=3.1 spin_multiplicity=3 energy_ha=-3667.183845 total_charge=+1
H 0.97 1.41 -5.72
H 2.69 -0.30 -6.45
H -1.61 -4.14 5.76
C -2.40 -1.25 4.14
C 0.19 1.87 -3.08
H 0.09 2.74 -3.75
H -0.51 3.24 0.50
C -1.64 -2.94 2.56
C 3.07 -0.97 -4.44
H -3.75 3.74 2.01
H 4.31 -0.61 -1.72
H 1.47 4.50 -2.54
C -0.86 -0.13 1.30
H -6.15 3.00 2.17
C 1.86 3.85 -1.75
C -1.74 -3.44 4.93
H -1.94 2.04 1.95
H -4.86 -1.12 2.06
C 3.34 -1.27 0.94
H 1.08 -3.13 0.60
C -4.02 2.68 2.02
H 3.95 2.30 0.35
C -1.73 -1.06 -0.63
O -0.08 0.43 2.07
H -2.75 -0.23 4.31
Ni 0.89 -0.09 -1.03
P 2.35 -1.48 -0.53
N -2.56 -1.41 0.44
C -0.74 3.10 -0.57
H 2.65 -1.34 1.79
C -5.35 2.26 2.10
H 2.01 4.40 -0.81
C 1.55 -3.10 -0.40
H -1.45 -3.24 1.53
H -3.50 -1.74 0.20
H -6.69 0.55 2.21
H 2.27 -3.92 -0.50
H 5.96 0.13 -1.49
N -0.62 -0.40 -0.03
C 2.42 -0.19 -5.40
H 3.78 -0.26 0.91
N 1.70 0.00 -2.76
C -2.11 -1.65 2.83
C -3.31 0.37 1.89
C 3.46 -1.41 -1.96
O 3.57 1.65 -0.27
C -5.66 0.90 2.13
C 1.16 0.87 -3.65
H -1.05 4.06 -1.01
H -0.80 1.40 -2.94
H 1.77 1.85 -0.56
H 2.83 3.39 -2.03
H 3.93 -2.37 -2.20
H -2.46 -1.83 6.20
P 0.72 2.48 -1.41
C 2.71 -0.84 -3.11
H 3.84 -1.70 -4.68
C -2.24 -0.70 1.65
C -2.23 -2.16 5.19
O 5.09 0.46 -1.75
H -1.07 -4.84 3.40
C -2.99 1.73 1.94
O -1.93 -1.28 -1.81
C -4.64 -0.05 2.02
H -1.57 2.39 -0.65
C -1.45 -3.84 3.62
H 4.11 -2.05 1.00
C 1.47 0.75 -5.00
H 4.41 1.16 -0.93
H 0.77 -3.18 -1.16

85
Properties=species:S:1:pos:R:3 method="wB97M-V/def2-TZVPD" largest_force_ev_per_a=7.3 energy_ha=-7642.745780 total_charge=+1
C -6.31 0.28 -0.19
H -3.12 -2.03 -3.15
O 7.01 2.39 5.98
H -2.09 0.47 -0.70
H -1.27 6.68 -1.19
C 5.91 2.54 5.31
C 3.88 3.69 4.86
H 2.65 -3.62 0.08
C -0.16 -0.66 -0.59
C -0.17 -5.17 -3.28
H -1.94 -0.74 -2.76
H -5.75 -0.49 0.31
F 1.24 -0.50 -2.54
H -0.98 -4.74 -3.86
C -1.63 4.27 -2.61
O 3.00 4.62 5.06
O -0.27 -2.83 0.15
C -0.19 -3.00 3.04
C 5.63 1.59 4.21
H -7.30 3.21 -1.30
C 0.91 -2.67 2.34
C 3.49 -1.80 0.67
H -8.83 1.12 -2.07
H -0.54 -2.68 -3.10
H -2.43 -3.27 -1.39
C -1.33 0.17 0.01
H -3.60 -0.74 -2.02
O 2.51 2.88 3.16
C -2.17 -2.23 -1.13
C 2.38 -2.57 0.09
C 5.02 3.58 5.60
H 2.29 4.47 4.40
H -5.32 2.18 0.24
Cs -3.57 -4.55 -1.48
C -6.12 1.64 -0.24
C -1.69 4.57 -0.95
C -2.75 -1.34 -2.32
O 9.43 -3.69 1.52
H -2.75 -2.00 -0.21
N -7.43 -0.02 -0.93
Br 5.23 -1.89 -0.27
H -0.19 -3.88 3.67
H -1.35 3.24 -2.82
H -7.82 -0.93 -1.06
H -2.59 4.51 -3.06
F -0.63 0.66 -2.51
H 5.27 4.26 6.40
F -1.83 5.76 -4.38
H -1.82 -0.43 0.77
C -0.68 -2.08 -0.96
H -1.10 -2.41 2.95
C 0.00 -4.40 -1.93
C 3.55 2.72 3.75
Cl 6.49 0.88 7.26
H 7.26 0.77 4.63
H -2.99 6.31 -1.21
C -7.95 1.14 -1.45
O 6.55 0.65 3.98
F 1.12 2.49 -3.13
C -0.01 -2.86 -2.15
C 0.40 0.19 -1.74
H 4.30 0.99 2.66
H -0.65 4.40 -0.61
H 2.34 -2.22 -0.94
F 1.04 1.22 -1.29
O 8.47 -2.12 -1.20
O -2.59 3.77 -0.59
H -2.09 6.26 0.32
H -0.82 -4.72 -1.24
B 0.93 -2.21 0.80
O 3.47 -1.12 1.62
H -0.45 -6.21 -3.00
Cl 1.30 -5.33 -4.19
H 1.02 -2.61 -2.34
K -2.76 -1.57 -4.70
H 0.92 -4.71 -1.46
H -0.85 4.97 -3.02
O 0.69 -0.75 0.49
H -0.90 1.02 0.53
Al -1.92 -7.04 -2.37
C 4.51 1.68 3.47
H 1.85 -2.76 2.88
C -7.16 2.18 -1.05
C -2.04 6.05 -0.75
V 8.85 -2.89 0.21

67
Properties=species:S:1:pos:R:3 method="wB97M-V/def2-TZVPD" largest_force_ev_per_a=2.5 energy_ha=-4331.136715 total_charge=-1
H 2.85 0.13 -0.52
C 4.37 1.10 2.19
Br -1.66 -0.90 1.86
C 1.68 2.84 -4.52
H -3.61 3.40 -2.19
C -2.73 -7.22 4.20
C -3.54 7.24 -1.90
H 2.02 -1.19 -1.28
H 4.25 1.19 1.11
H -3.58 6.93 0.22
C 0.05 0.04 1.50
H 3.45 2.81 -3.32
C 2.64 -0.93 -0.42
H 3.46 0.35 -3.08
H -1.04 -5.46 1.85
H -3.62 4.47 0.03
H -1.44 2.20 1.45
H -3.51 8.32 -1.82
H 5.17 0.38 2.38
H -0.10 2.57 -5.70
H 1.81 -3.68 2.11
C 2.94 -0.67 2.86
I 4.72 -3.19 0.57
C 1.08 -3.17 1.49
H -3.33 -4.03 5.16
C 3.98 -1.57 -0.67
H -2.21 1.56 0.03
C -3.57 5.26 -3.25
H -0.23 0.37 -0.61
H 0.78 1.54 0.20
C 2.68 2.22 -3.79
H -1.05 2.90 -0.09
C -0.13 0.96 0.30
C -1.66 -5.66 2.72
H 0.19 0.68 2.36
C -3.54 6.64 -3.15
H -0.09 0.11 -5.46
H -1.55 -7.79 2.50
H -1.94 -3.59 3.17
H -3.56 4.79 -4.23
C -3.57 6.46 -0.75
H -2.95 -8.24 4.49
H 2.46 -0.88 3.81
H -3.83 -6.36 5.82
C -2.16 -4.60 3.46
C -1.94 -6.97 3.08
O 3.20 0.76 2.84
Al 1.66 -1.22 1.36
C 0.68 2.09 -5.13
C -3.60 5.08 -0.86
O 4.76 -1.19 -1.51
C 1.69 0.08 -4.26
C 2.68 0.84 -3.66
H 3.86 -1.23 2.78
H 4.72 2.07 2.56
C -2.94 -4.86 4.58
N 1.11 -3.81 0.13
C -3.60 4.48 -2.11
C -1.28 1.96 0.41
C 0.69 0.70 -4.99
H 0.51 -4.63 0.14
H 1.69 -1.00 -4.15
H -3.51 7.25 -4.04
H 0.10 -3.29 1.93
H 0.69 -3.19 -0.54
C -3.23 -6.16 4.95
H 1.67 3.92 -4.62

77
Properties=species:S:1:pos:R:3 method="wB97M-V/def2-TZVPD" largest_force_ev_per_a=0.4 spin_multiplicity=3 energy_ha=-5877.411739 total_charge=+1
H 2.92 -0.62 4.52
N 3.97 0.11 0.99
C 0.42 -4.36 1.83
C 4.83 -0.35 -0.11
H 0.87 0.60 4.15
C -2.10 -0.65 -1.55
O -4.38 5.88 2.14
O 1.41 0.56 0.31
H -2.17 6.37 -0.84
H 1.79 -1.15 -3.09
H -2.63 -2.18 -0.12
C 2.18 -1.93 -2.44
C -1.33 3.08 -0.64
H 5.42 1.29 1.94
N 1.12 -2.48 -1.61
C 0.15 2.38 -2.28
C -0.57 4.66 -2.27
H 0.52 -4.08 -2.85
C 1.90 -5.02 -0.03
C -2.65 1.05 2.01
O 2.40 -1.77 0.48
H 0.02 -0.67 3.26
H 1.36 -5.97 -0.11
N 1.00 -4.02 0.53
P 1.02 -2.49 0.01
C -3.47 1.90 2.69
C 0.18 3.64 -2.85
H 0.73 1.57 -2.70
C -2.87 5.03 0.61
Ti -0.69 0.21 -0.17
H 0.78 3.81 -3.73
C 4.39 1.39 1.58
C -4.00 -1.93 -3.18
O -0.12 -1.73 0.61
C -3.33 -0.82 -3.66
H 2.22 -4.73 -1.03
H -4.24 3.90 2.84
H 1.21 -4.51 2.58
C 0.73 0.16 3.17
H 3.75 1.64 2.42
H 3.77 -1.35 3.16
P 2.39 -0.26 1.08
C 2.79 -1.14 3.58
C -2.40 -0.18 -2.84
H 4.65 -1.40 -0.31
N -1.92 1.44 0.93
C -2.14 5.35 -0.47
H -2.54 0.01 2.31
C -3.76 -2.42 -1.90
H 4.35 2.20 0.85
H -4.30 -3.28 -1.54
C -3.59 3.24 2.29
H -0.71 -3.55 -1.68
C -2.06 2.74 0.51
H -1.91 0.70 -3.23
H 2.98 -1.52 -1.83
N 2.02 -0.29 2.66
H 5.87 -0.23 0.21
H -0.25 -3.58 2.16
C -2.88 3.68 1.18
C -1.33 4.39 -1.15
H 2.27 -2.08 3.77
H 2.60 -2.72 -3.07
H -4.04 1.54 3.54
H -0.37 -2.56 -3.09
H -3.54 -0.45 -4.65
C -2.81 -1.77 -1.11
H 4.68 0.24 -1.02
N -0.58 2.08 -1.19
O -3.54 7.24 0.71
H -0.57 5.66 -2.70
H 2.78 -5.17 0.59
Br -5.26 -2.81 -4.28
N -3.65 6.14 1.20
C 0.08 -3.22 -2.35
H -0.15 -5.29 1.74
H 0.30 0.91 2.51

64
Properties=species:S:1:pos:R:3 method="wB97M-V/def2-TZVPD" largest_force_ev_per_a=6.3 energy_ha=-1315.257442 e_above_lowest_kj_mol=369.4 total_charge=-1
C -1.70 0.88 1.43
H -1.76 -0.66 -8.91
C -2.32 -0.72 -0.11
H 0.50 -2.62 -1.54
H 2.88 -0.12 1.18
H -1.10 -1.65 -10.24
C -0.63 0.94 5.75
H -1.65 2.58 -0.04
H -0.53 -2.87 0.95
H -0.50 2.15 -8.15
C 1.58 -1.08 -9.75
H 1.26 2.26 -8.51
C -0.40 1.40 4.46
C -1.98 -0.50 1.27
C -1.83 1.53 0.17
H -1.40 0.94 -4.37
H 2.61 -0.89 -1.39
H -0.89 1.19 -10.39
O 0.34 0.61 -2.18
C 0.25 0.05 6.37
H -1.14 2.12 4.10
C 0.34 -0.33 -9.28
C 0.87 -2.12 -0.65
H -1.33 1.36 2.34
C 0.11 1.04 -10.00
H 1.40 2.37 -2.17
C 0.36 1.63 -8.60
H 2.10 -1.00 6.16
H -0.90 -0.90 -2.90
C -0.35 0.62 -4.41
C -0.88 -1.22 -9.25
C 1.99 -1.23 -0.56
C 1.03 1.41 2.35
C 2.15 -0.85 0.80
H 0.06 -0.31 7.38
C 0.50 1.96 -2.65
C 1.62 0.13 4.36
C 0.33 -2.27 0.68
Hg -0.03 -0.05 -0.09
H 1.78 -1.91 -9.06
H -2.58 -1.67 -0.57
H 1.59 1.57 -4.46
O 0.56 0.31 -7.99
H 0.59 0.94 1.36
H 2.04 1.69 2.05
C -2.25 0.54 -0.78
H 2.53 -0.22 3.85
H -1.52 1.26 6.31
H -2.46 0.72 -1.84
H 2.45 -0.41 -9.76
C 0.72 1.00 3.59
H -0.18 0.13 -5.36
H 0.93 -1.31 2.63
C 1.39 -0.33 5.65
H -1.93 -1.27 2.04
H 0.81 -0.95 -3.43
H -0.37 2.55 -2.33
H 0.25 2.72 -4.66
H -0.71 -2.05 -8.55
C 1.11 -1.47 1.57
H 1.44 -1.49 -10.76
H 0.87 1.30 -10.74
C -0.05 -0.29 -3.25
C 0.56 1.82 -4.15